# 1
{
  "formula": "C57H45CaCl3F5N3O8S4Si",
  "method": "ωB97M-V/def2-TZVPD",
  "homo_ev": -2.621,
  "gap_ev": 6.009,
  "total_energy_ev": -201509.915,
  "total_charge": -2,
  "elements": ["Ca", "O", "C", "C", "O", "C", "C", "O", "C", "O", "O", "F", "C", "C", "F", "C", "F", "C", "S", "C", "F", "C", "F", "S", "C", "N", "C", "C", "C", "C", "C", "C", "H", "H", "H", "H", "H", "C", "S", "O", "C", "C", "C", "C", "C", "C", "H", "H", "H", "H", "H", "H", "H", "H", "Cl", "C", "C", "C", "C", "C", "C", "N", "C", "C", "N", "C", "O", "C", "C", "C", "Cl", "S", "C", "C", "C", "Cl", "C", "H", "H", "H", "H", "H", "H", "H", "H", "H", "H", "H", "H", "H", "C", "C", "C", "C", "Si", "O", "C", "C", "C", "C", "C", "C", "C", "C", "C", "C", "C", "C", "H", "H", "H", "H", "H", "H", "H", "H", "H", "H", "H", "H", "H", "H", "H", "H", "H", "H", "H"],
  "positions_angstrom": [[-0.174, -0.312, 0.210], [-4.923, -1.891, -3.420], [-3.876, -1.712, -2.796], [-2.815, -0.718, -3.115], [-2.663, -0.153, -4.202], [-1.959, -0.651, -1.928], [-2.293, -1.735, -1.051], [-1.640, -1.985, 0.002], [-3.396, -2.489, -1.626], [-3.825, -3.603, -1.270], [-1.005, 0.140, -1.692], [4.130, 5.794, 1.298], [3.933, 4.452, 1.332], [2.754, 3.891, 0.845], [1.813, 4.708, 0.330], [2.556, 2.530, 0.893], [1.393, 2.028, 0.403], [3.505, 1.636, 1.442], [3.244, -0.028, 1.538], [4.690, 2.247, 1.920], [5.660, 1.479, 2.463], [4.904, 3.607, 1.863], [6.059, 4.136, 2.334], [0.023, -0.211, 5.180], [0.503, -0.278, 3.509], [-0.065, -1.161, 2.787], [-0.969, -1.898, 3.497], [-1.746, -2.948, 3.013], [-2.560, -3.623, 3.898], [-2.602, -3.287, 5.251], [-1.850, -2.242, 5.748], [-1.052, -1.538, 4.862], [1.284, 0.373, 3.162], [-1.711, -3.175, 1.958], [-3.186, -4.429, 3.543], [-3.232, -3.852, 5.923], [-1.868, -1.980, 6.794], [2.230, 0.155, -3.913], [1.797, 0.986, -2.297], [2.992, 1.788, -1.984], [0.647, 2.187, -3.022], [-0.391, 1.809, -3.855], [-1.315, 2.753, -4.268], [-1.200, 4.070, -3.852], [-0.148, 4.449, -3.032], [0.773, 3.502, -2.615], [2.462, 0.901, -4.665], [1.396, -0.461, -4.220], [3.102, -0.457, -3.712], [-0.522, 0.783, -4.157], [-2.140, 2.437, -4.889], [-1.941, 4.800, -4.153], [-0.055, 5.471, -2.694], [1.594, 3.765, -1.967], [-3.006, -8.306, 3.282], [-2.351, -7.550, 1.875], [-2.947, -6.416, 1.353], [-2.426, -5.838, 0.208], [-1.322, -6.385, -0.440], [-0.920, -5.853, -1.798], [0.518, -5.293, -1.906], [0.776, -4.121, -1.124], [1.182, -4.107, 0.184], [1.433, -2.803, 0.490], [1.182, -2.026, -0.597], [0.787, -2.837, -1.542], [-1.019, -6.945, -2.711], [-1.728, -6.691, -3.903], [-3.141, -6.245, -3.668], [-4.042, -6.933, -2.907], [-3.772, -8.446, -2.156], [-5.552, -6.101, -2.757], [-4.968, -4.820, -3.738], [-3.692, -5.029, -4.142], [-0.746, -7.527, 0.112], [0.593, -8.317, -0.642], [-1.239, -8.109, 1.270], [-3.832, -6.003, 1.807], [-2.914, -4.960, -0.209], [-1.629, -5.060, -2.060], [0.687, -5.057, -2.962], [1.222, -6.076, -1.616], [1.246, -5.006, 0.764], [1.811, -2.375, 1.398], [0.515, -2.542, -2.540], [-1.707, -7.651, -4.430], [-1.211, -5.936, -4.514], [-5.564, -3.943, -3.895], [-3.147, -4.333, -4.755], [-0.778, -9.000, 1.667], [-1.730, 4.154, 0.654], [-2.932, 3.373, 1.177], [-3.806, 4.294, 2.027], [-3.740, 2.876, -0.019], [-2.260, 1.862, 2.178], [-1.289, 0.976, 1.339], [-1.339, 2.638, 3.676], [0.030, 2.827, 3.527], [0.820, 3.322, 4.546], [0.240, 3.694, 5.749], [-1.129, 3.565, 5.908], [-1.897, 3.029, 4.886], [-3.760, 0.851, 2.809], [-3.921, -0.424, 2.274], [-4.988, -1.234, 2.624], [-5.936, -0.785, 3.528], [-5.796, 0.479, 4.075], [-4.725, 1.279, 3.714], [-2.046, 5.009, 0.050], [-1.113, 3.502, 0.038], [-1.122, 4.521, 1.479], [-4.090, 5.188, 1.466], [-3.272, 4.607, 2.923], [-4.718, 3.779, 2.328], [-4.138, 3.714, -0.599], [-4.575, 2.257, 0.307], [-3.104, 2.277, -0.669], [0.472, 2.565, 2.581], [1.891, 3.411, 4.406], [0.851, 4.083, 6.555], [-1.603, 3.864, 6.838], [-2.959, 2.904, 5.038], [-3.188, -0.772, 1.561], [-5.084, -2.219, 2.186], [-6.783, -1.407, 3.798], [-6.529, 0.844, 4.786], [-4.662, 2.265, 4.151]],
  "mulliken_charge": [1.217, -0.740, 0.122, 0.013, -0.778, -0.281, 0.796, 0.612, -0.309, -0.898, 0.340, -0.359, 0.417, -0.066, -0.414, -0.474, 0.294, 0.723, -0.551, -0.008, -0.367, 0.356, -0.350, -0.374, -0.277, 0.636, -1.375, 0.561, -0.416, -0.709, -0.536, 0.855, -0.084, 0.147, 0.355, 0.395, 0.410, -1.490, 1.260, -0.775, 0.457, -0.448, -0.627, -0.549, -0.467, -0.830, 0.410, 0.374, 0.449, 0.220, 0.462, 0.352, 0.412, 0.450, -0.271, 0.363, -1.274, 0.054, 0.167, 1.269, -1.852, 0.717, -0.811, -0.704, -0.348, -0.244, -0.206, -0.756, 0.156, 0.654, -0.224, -0.225, -0.399, -0.690, 0.879, -0.257, -0.873, 0.542, 0.418, -0.412, 0.310, 0.286, 0.471, 0.627, 0.458, 0.261, 0.267, 0.569, 0.462, 0.443, -1.855, 2.925, -1.960, -1.746, -1.924, 0.799, 1.034, -0.232, -0.417, -0.694, -0.843, -0.179, 1.197, 0.245, -0.350, -0.736, -1.061, -0.470, 0.607, 0.017, 0.284, 0.498, 0.365, 0.332, 0.475, 0.306, 0.111, 0.176, 0.514, 0.362, 0.385, 0.085, -0.100, 0.547, 0.357, 0.360, 0.224]
}

---

# 2
{
  "formula": "C57H45CoN7O6P",
  "method": "ωB97M-V/def2-TZVPD",
  "s2": 6.062,
  "multiplicity": 5,
  "homo_ev": [-6.707, -6.548],
  "gap_ev": [6.635, 4.714],
  "total_energy_ev": -129470.022,
  "total_charge": 0,
  "elements": ["Co", "C", "N", "C", "N", "C", "C", "C", "C", "C", "C", "C", "C", "C", "C", "C", "C", "C", "C", "P", "C", "N", "C", "C", "N", "C", "C", "C", "C", "C", "C", "C", "C", "C", "C", "C", "C", "C", "C", "N", "C", "C", "N", "C", "C", "C", "C", "C", "C", "C", "C", "C", "C", "C", "C", "C", "H", "H", "H", "H", "H", "H", "H", "H", "H", "H", "H", "H", "H", "H", "H", "H", "H", "H", "H", "H", "H", "H", "H", "H", "H", "H", "H", "H", "H", "H", "H", "H", "H", "H", "H", "H", "H", "H", "H", "O", "C", "O", "C", "C", "C", "N", "C", "C", "C", "O", "O", "H", "H", "H", "C", "O", "C", "O", "H", "H", "H"],
  "positions_angstrom": [[0.447, -0.350, -0.565], [-2.188, -4.573, 1.170], [-1.320, -3.832, 0.281], [-0.411, -2.916, 0.791], [0.431, -2.528, -0.303], [-0.156, -3.108, -1.509], [-1.142, -3.971, -1.084], [-1.795, -5.040, -1.853], [-1.007, -5.868, -2.657], [-1.566, -6.937, -3.333], [-2.923, -7.207, -3.208], [-3.718, -6.382, -2.429], [-3.162, -5.302, -1.760], [0.071, -2.670, -2.868], [1.307, -1.944, -3.318], [1.464, -1.851, -4.793], [0.449, -2.117, -5.639], [-0.802, -2.564, -5.144], [-0.954, -2.844, -3.801], [-0.927, -1.837, 2.147], [-1.685, -0.374, 1.302], [-1.581, -0.182, 0.004], [-2.343, 0.924, -0.310], [-2.873, 1.435, 0.856], [-2.464, 0.579, 1.867], [-2.685, 0.757, 3.287], [-3.531, 2.716, 1.160], [-2.904, 3.902, 0.773], [-3.448, 5.130, 1.109], [-4.629, 5.191, 1.838], [-5.268, 4.018, 2.213], [-4.723, 2.787, 1.879], [-2.571, 1.316, -1.709], [-1.933, 0.614, -2.733], [-2.103, 0.971, -4.058], [-2.943, 2.025, -4.389], [-3.627, 2.693, -3.385], [-3.449, 2.343, -2.056], [0.639, -0.919, 2.392], [1.275, -0.282, 1.424], [2.235, 0.501, 2.024], [2.141, 0.350, 3.393], [1.123, -0.554, 3.607], [0.723, -1.114, 4.884], [2.869, 0.997, 4.494], [2.165, 1.667, 5.496], [2.840, 2.291, 6.534], [4.226, 2.256, 6.578], [4.932, 1.604, 5.578], [4.261, 0.976, 4.542], [3.151, 1.360, 1.261], [3.671, 0.922, 0.044], [4.486, 1.754, -0.707], [4.798, 3.026, -0.249], [4.294, 3.462, 0.967], [3.473, 2.637, 1.719], [-1.628, -4.845, 2.065], [-2.545, -5.476, 0.689], [-3.042, -3.962, 1.476], [0.054, -5.667, -2.742], [-0.943, -7.571, -3.949], [-3.359, -8.053, -3.723], [-4.778, -6.584, -2.344], [-3.800, -4.636, -1.193], [2.212, -2.341, -2.871], [2.426, -1.542, -5.166], [0.596, -2.008, -6.706], [-1.630, -2.736, -5.819], [-1.908, -3.211, -3.454], [-2.526, 1.799, 3.560], [-1.983, 0.127, 3.831], [-3.698, 0.476, 3.576], [-1.988, 3.856, 0.196], [-2.945, 6.038, 0.803], [-5.054, 6.149, 2.106], [-6.198, 4.057, 2.765], [-5.240, 1.878, 2.163], [-1.309, -0.230, -2.479], [-1.567, 0.433, -4.832], [-3.071, 2.314, -5.424], [-4.296, 3.506, -3.637], [-3.994, 2.876, -1.289], [0.033, -0.456, 5.413], [1.596, -1.266, 5.515], [0.230, -2.067, 4.712], [1.084, 1.721, 5.448], [2.280, 2.811, 7.300], [4.754, 2.742, 7.388], [6.014, 1.585, 5.606], [4.809, 0.463, 3.762], [3.436, -0.071, -0.315], [4.867, 1.413, -1.662], [5.423, 3.679, -0.844], [4.524, 4.460, 1.317], [3.053, 2.996, 2.650], [0.495, 6.380, -2.263], [1.405, 5.618, -2.626], [2.445, 5.768, -3.282], [1.193, 4.142, -2.122], [0.695, 3.920, -0.846], [0.542, 2.621, -0.400], [0.823, 1.561, -1.152], [1.293, 1.772, -2.388], [1.502, 3.040, -2.906], [1.630, 0.569, -3.225], [2.212, 0.652, -4.274], [1.200, -0.571, -2.656], [0.437, 4.759, -0.213], [0.187, 2.411, 0.606], [1.915, 3.150, -3.899], [3.469, -3.479, 1.386], [2.082, -3.245, 1.117], [1.827, -2.678, -0.069], [2.696, -2.344, -0.829], [3.492, -4.197, 2.201], [3.967, -2.556, 1.683], [3.966, -3.885, 0.508]],
  "lowdin_spin": [1.937, 0.021, 0.213, 0.400, 0.095, 0.071, 0.086, 0.005, 0.007, -0.001, 0.008, -0.001, 0.008, 0.238, 0.064, 0.171, 0.003, 0.256, -0.005, 0.086, 0.043, 0.003, 0.004, 0.003, 0.011, 0.000, 0.000, 0.001, 0.000, 0.001, 0.000, 0.001, 0.000, 0.003, 0.002, 0.001, 0.000, 0.001, -0.001, 0.015, 0.001, 0.001, -0.002, 0.000, 0.000, 0.000, 0.000, 0.000, 0.000, 0.000, 0.000, 0.002, 0.000, 0.000, 0.000, 0.000, 0.005, 0.001, 0.006, 0.000, 0.000, 0.000, 0.000, 0.000, 0.014, 0.006, -0.004, 0.015, -0.004, 0.000, 0.000, 0.000, 0.000, 0.000, 0.000, 0.000, 0.000, 0.002, 0.002, 0.000, 0.000, 0.000, 0.000, 0.000, 0.000, 0.000, 0.000, 0.000, 0.000, 0.000, 0.001, 0.000, 0.000, 0.000, 0.000, 0.000, 0.000, 0.000, -0.002, 0.001, -0.002, 0.017, 0.006, 0.002, 0.006, 0.018, 0.086, 0.000, 0.000, 0.000, 0.001, 0.027, 0.030, 0.017, 0.000, 0.000, 0.001]
}

---

- Which formula does entry 1 have?
  C57H45CaCl3F5N3O8S4Si

---

- Which formula does entry 1 have?
  C57H45CaCl3F5N3O8S4Si